Molecular formula: C13H10AsBrF6MnO2
Method: DFT, wB97M-V/def2-TZVPD

CARTESIAN COORDINATES (ANGSTROEM)
Mn 0.36 1.00 -0.82
C -0.66 4.20 -1.29
C -0.06 3.91 -0.07
C -0.47 2.80 0.66
C -1.51 1.97 0.16
C -2.05 2.24 -1.11
C -1.64 3.36 -1.82
H -0.35 5.08 -1.84
H 0.71 4.56 0.33
H -0.09 2.65 1.66
H -1.99 1.26 0.81
H -2.86 1.63 -1.49
H -2.09 3.59 -2.77
F 1.58 -0.17 -2.04
As 2.88 1.07 -2.06
F 1.06 2.08 -2.13
F 2.39 1.30 -0.35
F 3.56 2.58 -1.99
F 4.12 0.05 -1.66
F 2.86 0.97 -3.71
Br 2.53 -3.64 1.50
C 0.64 -3.72 1.62
C 0.03 -4.84 2.13
C -1.35 -4.83 2.23
C -2.10 -3.73 1.85
C -1.46 -2.61 1.33
C -0.08 -2.60 1.21
C 0.66 -1.44 0.67
O 1.90 -1.41 0.67
O -0.08 -0.42 0.27
H 0.61 -5.70 2.45
H -1.85 -5.71 2.63
H -3.17 -3.73 1.95
H -2.03 -1.74 1.03

Output
* E_HOMO (spin up / spin down): -16.19 / -16.14 eV
* Kohn-Sham gap (spin up / spin down): 5.53 / 5.84 eV
* multiplicity: 6
* charge: +2
* molar mass: 521.97 g mol⁻¹
* expectation value of S²: 8.90

Atomic partial charges in e from the natural (NBO) method, atoms 1 to 5: atom 1 (Mn): 1.747, atom 2 (C): -0.087, atom 3 (C): -0.177, atom 4 (C): -0.242, atom 5 (C): -0.277